Formula: C46H116N8O15
Source: the Open Molecules 2025 dataset
Level of theory: ωB97M-V/def2-TZVPD

Summary:
Structure (SMILES): COC[C@H](C)N.COCCNCCOC.COCCNCCOC.COCCNCCOC.COCCNCCOC.COCCNCCOC.COCCNCCOC.COCCNCCOC
HOMO energy: -8.5595 eV
E_tot: -3388.265645 Eh
Relative energy (zero: lowest compared OMol25 entry of this formula, charge and spin): 542.2 kJ/mol

Bonds (Å) are listed after each position.
CARTESIAN COORDINATES (ANGSTROEM)
1 O -1.562 -2.259 5.077  C40 1.429, C60 1.447
2 O -1.813 9.053 5.791  C55 1.394, C58 1.418
3 O 7.319 0.660 -6.652  C34 1.387, C61 1.423
4 O -1.181 1.951 0.319  C27 1.376, C45 1.466
5 O 1.937 -3.897 2.929  C30 1.412, C64 1.396
6 O -4.232 -6.517 -4.165  C28 1.416, C51 1.426
7 O -3.431 7.111 -2.505  C32 1.443, C69 1.438
8 O 1.984 -1.370 -4.664  C44 1.427, C63 1.390
9 O -1.927 14.208 6.243  C49 1.457, C59 1.449
10 O 3.379 -8.384 -3.211  C33 1.447, C47 1.358
11 O -6.649 -6.928 0.947  C41 1.425, C65 1.405
12 O 2.291 8.943 -2.538  C57 1.390, C68 1.484
13 O -1.988 -10.629 -3.208  C31 1.473, C62 1.442
14 O 4.780 0.388 1.404  C53 1.472, C54 1.380
15 O -0.172 -4.239 9.481  C24 1.446, C38 1.446
16 N -0.053 -0.137 -1.841  C37 1.483, C56 1.487, H182 1.010
17 N -1.362 9.154 -3.274  C39 1.453, C48 1.389, H137 1.010
18 N -4.071 -7.184 -1.230  C29 1.436, C35 1.471, H94 1.010
19 N 4.277 -2.237 3.354  C42 1.473, C50 1.440, H167 1.010
20 N 0.062 -9.109 -4.797  C52 1.485, C66 1.445, H135 1.010
21 N -2.595 11.859 4.839  C43 1.459, C67 1.426, H130 1.010
22 N 4.142 1.953 -7.776  C46 1.501, H117 1.010, H171 1.010
23 N 0.915 -2.827 6.784  C25 1.465, C36 1.416, H183 1.010
24 C 0.279 -4.710 8.190  O15 1.446, C36 1.522, H93 1.090, H95 1.090
25 C -0.238 -1.975 7.082  N23 1.465, C40 1.530, H87 1.090, H173 1.090
26 C 5.001 2.861 -5.600  C46 1.564, H143 1.090, H162 1.090, H179 1.090
27 C -0.031 2.533 0.800  O4 1.376, H72 1.090, H145 1.090, H168 1.090
28 C -4.388 -5.710 -3.012  O6 1.416, C29 1.461, H92 1.090, H136 1.090
29 C -5.041 -6.335 -1.864  N18 1.436, C28 1.461, H108 1.090, H163 1.090
30 C 0.883 -4.827 2.793  O5 1.412, H83 1.090, H102 1.090, H104 1.090
31 C -0.701 -11.232 -3.596  O13 1.473, C52 1.654, H124 1.090, H160 1.090
32 C -2.921 7.317 -3.839  O7 1.443, C48 1.569, H98 1.090, H133 1.090
33 C 3.254 -8.823 -1.838  O10 1.447, H127 1.090, H144 1.090, H185 1.090
34 C 7.943 -0.577 -6.578  O3 1.387, H139 1.090, H157 1.090, H159 1.090
35 C -4.554 -7.729 0.048  N18 1.471, C41 1.512, H146 1.090, H170 1.090
36 C 1.357 -3.709 7.800  N23 1.416, C24 1.522, H109 1.090, H140 1.090
37 C -0.013 1.343 -1.927  N16 1.483, C45 1.582, H126 1.090, H149 1.090
38 C -1.416 -4.862 9.874  O15 1.446, H96 1.090, H115 1.090, H120 1.090
39 C -0.139 9.377 -2.521  N17 1.453, C57 1.515, H114 1.090, H153 1.090
40 C -0.778 -1.317 5.811  O1 1.429, C25 1.530, H150 1.090, H175 1.090
41 C -5.233 -6.789 1.018  O11 1.425, C35 1.512, H156 1.090, H169 1.090
42 C 3.499 -2.365 2.110  N19 1.473, C64 1.502, H172 1.090, H181 1.090
43 C -3.297 13.125 4.663  N21 1.459, C59 1.510, H76 1.090, H82 1.090
44 C 2.254 -2.770 -4.598  O8 1.427, H86 1.090, H103 1.090, H111 1.090
45 C -1.222 1.999 -1.146  O4 1.466, C37 1.582, H105 1.090, H129 1.090
46 C 5.337 2.014 -6.871  N22 1.501, C26 1.564, C61 1.556, H122 1.090
47 C 2.526 -8.813 -4.175  O10 1.358, C66 1.552, H80 1.090, H141 1.090
48 C -1.449 7.850 -3.747  N17 1.389, C32 1.569, H74 1.090, H132 1.090
49 C -1.386 15.439 6.806  O9 1.457, H88 1.090, H100 1.090, H119 1.090
50 C 4.721 -0.888 3.592  N19 1.440, C53 1.616, H89 1.090, H174 1.090
51 C -3.787 -5.688 -5.236  O6 1.426, H118 1.090, H123 1.090, H154 1.090
52 C -0.077 -10.576 -4.981  N20 1.485, C31 1.654, H113 1.090, H178 1.090
53 C 5.634 -0.209 2.444  O14 1.472, C50 1.616, H147 1.090, H155 1.090
54 C 5.376 0.723 0.205  O14 1.380, H71 1.090, H78 1.090, H101 1.090
55 C -1.285 7.766 5.700  O2 1.394, H85 1.090, H99 1.090, H166 1.090
56 C 1.195 -0.653 -2.463  N16 1.487, C63 1.503, H138 1.090, H176 1.090
57 C 1.180 9.354 -3.265  O12 1.390, C39 1.515, H73 1.090, H131 1.090
58 C -2.744 9.396 4.777  O2 1.418, C67 1.587, H79 1.090, H90 1.090
59 C -2.491 14.376 4.919  O9 1.449, C43 1.510, H77 1.090, H165 1.090
60 C -1.796 -1.749 3.743  O1 1.447, H81 1.090, H97 1.090, H180 1.090
61 C 5.898 0.580 -6.642  O3 1.423, C46 1.556, H128 1.090, H148 1.090
62 C -3.154 -10.987 -3.975  O13 1.442, H116 1.090, H125 1.090, H184 1.090
63 C 0.892 -0.979 -3.898  O8 1.390, C56 1.503, H106 1.090, H151 1.090
64 C 2.778 -3.656 1.842  O5 1.396, C42 1.502, H112 1.090, H142 1.090
65 C -7.303 -6.245 1.985  O11 1.405, H75 1.090, H152 1.090, H164 1.090
66 C 1.023 -8.643 -3.824  N20 1.445, C47 1.552, H84 1.090, H158 1.090
67 C -3.516 10.774 4.932  N21 1.426, C58 1.587, H70 1.090, H134 1.090
68 C 2.941 9.851 -1.560  O12 1.484, H107 1.090, H110 1.090, H177 1.090
69 C -4.697 6.430 -2.496  O7 1.438, H91 1.090, H121 1.090, H161 1.090
70 H -3.970 10.801 5.922  C67 1.090
71 H 5.915 1.658 0.360  C54 1.090
72 H -0.007 2.415 1.883  C27 1.090
73 H 1.115 8.631 -4.078  C57 1.090
74 H -1.122 7.757 -4.783  C48 1.090
75 H -8.312 -6.646 2.079  C65 1.090
76 H -4.221 13.166 5.240  C43 1.090
77 H -2.955 15.362 4.915  C59 1.090
78 H 5.982 -0.116 -0.136  C54 1.090
79 H -3.515 8.637 4.648  C58 1.090
80 H 2.745 -9.844 -4.451  C47 1.090
81 H -0.885 -1.397 3.259  C60 1.090
82 H -3.696 13.246 3.656  C43 1.090
83 H 0.437 -5.018 3.769  C30 1.090
84 H 0.778 -9.056 -2.845  C66 1.090
85 H -0.567 7.748 4.880  C55 1.090
86 H 1.651 -3.364 -5.285  C44 1.090
87 H -1.075 -2.526 7.510  C25 1.090
88 H -1.053 15.351 7.840  C49 1.090
89 H 5.152 -0.989 4.588  C50 1.090
90 H -2.331 9.466 3.771  C58 1.090
91 H -5.365 6.815 -3.266  C69 1.090
92 H -3.403 -5.309 -2.772  C28 1.090
93 H -0.537 -4.740 7.467  C24 1.090
94 H -3.892 -7.898 -1.922  N18 1.010
95 H 0.661 -5.721 8.334  C24 1.090
96 H -1.264 -5.942 9.869  C38 1.090
97 H -2.453 -0.882 3.807  C60 1.090
98 H -3.552 8.052 -4.339  C32 1.090
99 H -2.038 6.978 5.677  C55 1.090
100 H -2.172 16.181 6.672  C49 1.090
101 H 4.530 0.869 -0.467  C54 1.090
102 H 1.185 -5.800 2.407  C30 1.090
103 H 3.209 -3.069 -5.031  C44 1.090
104 H 0.074 -4.459 2.163  C30 1.090
105 H -2.186 1.559 -1.405  C45 1.090
106 H 0.538 -0.152 -4.514  C63 1.090
107 H 2.111 10.268 -0.989  C68 1.090
108 H -5.933 -6.889 -2.156  C29 1.090
109 H 1.682 -3.243 8.730  C36 1.090
110 H 3.724 9.534 -0.871  C68 1.090
111 H 2.280 -3.301 -3.647  C44 1.090
112 H 3.523 -4.440 1.708  C64 1.090
113 H -0.781 -10.708 -5.802  C52 1.090
114 H -0.233 10.321 -1.982  C39 1.090
115 H -2.237 -4.587 9.212  C38 1.090
116 H -3.274 -12.029 -4.273  C62 1.090
117 H 4.354 1.674 -8.723  N22 1.010
118 H -4.665 -5.154 -5.600  C51 1.090
119 H -0.477 15.775 6.306  C49 1.090
120 H -1.775 -4.676 10.887  C38 1.090
121 H -5.162 6.557 -1.519  C69 1.090
122 H 6.183 2.484 -7.372  C46 1.090
123 H -3.355 -6.133 -6.132  C51 1.090
124 H 0.063 -11.142 -2.825  C31 1.090
125 H -2.923 -10.595 -4.966  C62 1.090
126 H 0.867 1.849 -1.528  C37 1.090
127 H 2.358 -8.546 -1.283  C33 1.090
128 H 5.526 0.192 -5.694  C61 1.090
129 H -1.303 3.043 -1.446  C45 1.090
130 H -1.982 11.898 5.641  N21 1.010
131 H 1.276 10.307 -3.786  C57 1.090
132 H -0.950 7.168 -3.058  C48 1.090
133 H -3.013 6.414 -4.442  C32 1.090
134 H -4.232 10.958 4.130  C67 1.090
135 H -0.869 -8.882 -4.476  N20 1.010
136 H -4.965 -4.834 -3.310  C28 1.090
137 H -2.096 9.264 -2.590  N17 1.010
138 H 2.039 0.036 -2.430  C56 1.090
139 H 7.498 -1.360 -7.193  C34 1.090
140 H 2.244 -4.185 7.381  C36 1.090
141 H 2.794 -8.406 -5.150  C47 1.090
142 H 2.207 -3.545 0.919  C64 1.090
143 H 4.658 3.879 -5.790  C26 1.090
144 H 4.000 -8.257 -1.279  C33 1.090
145 H 0.870 2.012 0.476  C27 1.090
146 H -5.249 -8.557 -0.093  C35 1.090
147 H 6.147 0.573 3.003  C53 1.090
148 H 5.489 -0.002 -7.468  C61 1.090
149 H -0.156 1.669 -2.957  C37 1.090
150 H -1.392 -0.431 5.974  C40 1.090
151 H 0.035 -1.652 -3.877  C63 1.090
152 H -7.419 -5.231 1.602  C65 1.090
153 H -0.239 8.794 -1.606  C39 1.090
154 H -2.973 -5.009 -4.983  C51 1.090
155 H 6.356 -0.920 2.044  C53 1.090
156 H -4.894 -5.756 1.096  C41 1.090
157 H 9.022 -0.453 -6.667  C34 1.090
158 H 0.712 -7.600 -3.779  C66 1.090
159 H 7.763 -0.933 -5.564  C34 1.090
160 H -0.714 -12.322 -3.602  C31 1.090
161 H -4.591 5.362 -2.686  C69 1.090
162 H 4.263 2.453 -4.911  C26 1.090
163 H -5.298 -5.513 -1.197  C29 1.090
164 H -6.766 -6.235 2.933  C65 1.090
165 H -1.597 14.460 4.301  C59 1.090
166 H -0.705 7.415 6.553  C55 1.090
167 H 3.585 -2.313 4.085  N19 1.010
168 H 0.042 3.583 0.517  C27 1.090
169 H -5.000 -7.284 1.961  C41 1.090
170 H -3.707 -8.263 0.479  C35 1.090
171 H 3.438 1.339 -7.390  N22 1.010
172 H 4.224 -2.047 1.361  C42 1.090
173 H 0.035 -1.093 7.662  C25 1.090
174 H 3.858 -0.254 3.796  C50 1.090
175 H 0.054 -0.951 5.209  C40 1.090
176 H 1.409 -1.619 -2.007  C56 1.090
177 H 3.272 10.734 -2.107  C68 1.090
178 H 0.941 -10.955 -5.073  C52 1.090
179 H 5.919 3.016 -5.034  C26 1.090
180 H -2.296 -2.529 3.168  C60 1.090
181 H 2.758 -1.566 2.093  C42 1.090
182 H -0.243 -0.404 -0.886  N16 1.010
183 H 0.736 -3.355 5.942  N23 1.010
184 H -4.111 -10.637 -3.586  C62 1.090
185 H 3.498 -9.857 -1.596  C33 1.090